# 1
{"formula": "C26H20CaF6O4PS2Te", "method": "wB97M-V/def2-TZVPD", "orbital_gap_ev": 6.751, "lumo_energy_ev": 2.428, "charge": -1, "homo_energy_ev": -4.32, "e_tot_ev": -108480.0402, "multiplicity": 1, "symbols": ["Ca", "O", "S", "O", "O", "C", "C", "C", "C", "C", "C", "P", "C", "C", "C", "C", "C", "C", "C", "C", "C", "C", "C", "C", "H", "H", "H", "H", "H", "H", "H", "H", "H", "H", "H", "H", "H", "H", "Te", "C", "C", "C", "C", "S", "H", "H", "H", "C", "C", "O", "C", "F", "F", "F", "C", "F", "F", "F", "H", "H", "H"], "coordinates": [[0.182, 0.389, -0.212], [1.398, -1.008, 1.336], [0.257, -1.890, 1.651], [-0.042, -2.020, 3.049], [-0.873, -1.471, 0.804], [0.696, -3.537, 1.087], [0.623, -4.553, 2.033], [0.925, -5.859, 1.683], [1.306, -6.151, 0.381], [1.385, -5.134, -0.555], [1.080, -3.814, -0.225], [1.283, -2.486, -1.487], [3.059, -2.702, -1.854], [3.579, -3.574, -2.806], [4.952, -3.679, -2.981], [5.814, -2.917, -2.206], [5.302, -2.043, -1.257], [3.931, -1.931, -1.086], [0.437, -3.169, -2.951], [-0.580, -4.117, -2.872], [-1.285, -4.490, -4.009], [-0.987, -3.916, -5.235], [0.010, -2.952, -5.319], [0.710, -2.572, -4.186], [0.326, -4.299, 3.041], [0.865, -6.642, 2.428], [1.548, -7.167, 0.095], [1.696, -5.365, -1.567], [2.913, -4.165, -3.423], [5.347, -4.355, -3.729], [6.885, -2.995, -2.350], [5.969, -1.433, -0.661], [3.529, -1.239, -0.354], [-0.827, -4.567, -1.919], [-2.074, -5.228, -3.931], [-1.538, -4.207, -6.121], [0.233, -2.481, -6.268], [1.459, -1.790, -4.249], [2.287, 1.108, -2.449], [1.594, 2.971, -3.151], [0.551, 3.240, -3.992], [0.365, 4.629, -4.242], [1.273, 5.406, -3.589], [2.348, 4.439, -2.667], [-0.073, 2.460, -4.405], [-0.415, 5.030, -4.875], [1.351, 6.481, -3.598], [-2.991, 3.602, 0.329], [-1.670, 2.868, 0.589], [-1.390, 1.938, -0.353], [-1.760, 2.202, 1.985], [-2.089, 3.062, 2.969], [-2.682, 1.233, 1.984], [-0.587, 1.618, 2.348], [-0.519, 3.907, 0.589], [-0.586, 4.816, 1.586], [0.684, 3.300, 0.701], [-0.509, 4.589, -0.560], [-3.805, 2.883, 0.410], [-2.958, 3.973, -0.693], [-3.163, 4.429, 1.019]]}

# 2
{"formula": "C26H20Cl5IrN8O2", "method": "wB97M-V/def2-TZVPD", "orbital_gap_ev": [6.975, 5.592], "lumo_energy_ev": [-10.128, -11.684], "s2": 0.77, "charge": 3, "homo_energy_ev": [-17.10, -17.28], "e_tot_ev": -108730.2053, "multiplicity": 2, "symbols": ["Ir", "O", "C", "C", "C", "C", "N", "C", "C", "C", "C", "C", "C", "O", "C", "C", "N", "H", "H", "H", "H", "H", "H", "H", "H", "H", "H", "H", "H", "Cl", "C", "C", "C", "Cl", "C", "Cl", "C", "Cl", "C", "Cl", "N", "C", "N", "C", "N", "N", "C", "N", "C", "C", "C", "C", "C", "N", "H", "H", "H", "H", "H", "H", "H", "H"], "coordinates": [[-0.351, 0.087, -0.308], [-3.055, 2.608, 5.537], [-2.579, 3.545, 4.607], [-2.059, 2.800, 3.418], [-1.664, 3.463, 2.260], [-1.182, 2.740, 1.197], [-1.078, 1.395, 1.220], [-1.458, 0.741, 2.347], [-1.948, 1.411, 3.444], [-1.231, -0.716, 2.343], [-1.617, -1.543, 3.377], [-1.253, -2.886, 3.373], [-1.689, -3.798, 4.477], [-2.298, -3.021, 5.473], [-0.453, -3.339, 2.326], [-0.129, -2.476, 1.310], [-0.550, -1.197, 1.277], [-3.403, 3.058, 6.314], [-1.759, 4.151, 5.013], [-3.357, 4.241, 4.273], [-1.731, 4.541, 2.180], [-0.880, 3.239, 0.292], [-2.245, 0.888, 4.341], [-2.184, -1.167, 4.216], [-0.821, -4.356, 4.846], [-2.382, -4.533, 4.047], [-2.527, -3.571, 6.230], [-0.077, -4.354, 2.302], [0.524, -2.789, 0.508], [1.839, 0.526, 2.041], [2.436, 0.118, 0.485], [1.526, -0.057, -0.623], [2.122, -0.331, -1.913], [1.164, -0.553, -3.312], [3.486, -0.434, -2.072], [4.175, -0.753, -3.584], [4.344, -0.274, -0.946], [5.989, -0.398, -1.133], [3.797, 0.003, 0.341], [4.842, 0.196, 1.657], [0.770, 3.086, -1.419], [-0.297, 2.640, -2.098], [-0.842, 3.438, -2.984], [-1.862, 2.940, -3.697], [-2.494, 3.727, -4.538], [-2.263, 1.632, -3.636], [-1.689, 0.927, -2.723], [-0.776, 1.380, -1.823], [-1.926, -0.528, -2.677], [-2.651, -1.167, -3.659], [-2.721, -2.552, -3.646], [-2.045, -3.244, -2.655], [-1.335, -2.539, -1.703], [-1.287, -1.197, -1.692], [1.155, 3.977, -1.696], [1.338, 2.457, -0.879], [-2.208, 4.688, -4.644], [-3.240, 3.362, -5.110], [-3.127, -0.570, -4.424], [-3.278, -3.081, -4.408], [-2.060, -4.324, -2.613], [-0.802, -3.062, -0.932]]}

# 3
{"formula": "C26H20Co2O11S", "method": "wB97M-V/def2-TZVPD", "orbital_gap_ev": 4.889, "lumo_energy_ev": 4.384, "charge": -2, "homo_energy_ev": -0.51, "e_tot_ev": -135893.8072, "multiplicity": 1, "symbols": ["C", "C", "O", "C", "C", "O", "C", "S", "C", "C", "C", "C", "C", "C", "O", "O", "O", "H", "H", "H", "H", "H", "H", "H", "H", "H", "H", "H", "H", "H", "O", "C", "Co", "C", "O", "C", "O", "C", "C", "C", "C", "C", "C", "C", "C", "C", "Co", "C", "O", "C", "O", "C", "O", "H", "H", "H", "H", "H", "H", "H"], "coordinates": [[-1.524, 3.496, -3.210], [-0.452, 2.799, -2.426], [-0.164, 1.564, -3.143], [0.987, 0.949, -2.795], [0.935, -0.514, -3.135], [1.974, -1.293, -2.938], [3.375, -0.789, -3.022], [-0.129, -0.807, -4.617], [0.329, -2.498, -5.010], [0.800, -2.820, -6.285], [1.259, -4.121, -6.517], [1.182, -5.082, -5.505], [0.680, -4.739, -4.245], [0.254, -3.435, -3.991], [-1.535, -0.759, -4.290], [0.466, 0.006, -5.663], [1.963, 1.515, -2.299], [-1.975, 4.243, -2.558], [-1.095, 4.014, -4.075], [-2.293, 2.796, -3.554], [0.455, 3.412, -2.347], [-0.807, 2.511, -1.428], [3.972, -1.636, -2.694], [3.582, -0.523, -4.064], [3.466, 0.070, -2.359], [0.821, -2.055, -7.059], [1.663, -4.368, -7.499], [1.504, -6.107, -5.699], [0.600, -5.469, -3.442], [-0.152, -3.147, -3.022], [0.411, 0.087, -0.077], [-0.151, -0.023, 0.931], [-1.156, -0.254, 2.345], [-2.561, 0.732, 2.050], [-3.485, 1.418, 1.915], [-1.823, -1.865, 2.115], [-2.343, -2.861, 1.822], [-0.612, 0.463, 4.212], [-0.621, 1.915, 4.344], [0.058, 2.732, 3.417], [-0.113, 4.115, 3.446], [-0.874, 4.711, 4.462], [-1.498, 3.907, 5.425], [-1.353, 2.520, 5.390], [-1.130, -0.518, 5.097], [-2.237, -0.862, 5.754], [0.497, -0.899, 4.548], [1.888, -0.413, 3.531], [2.854, -0.163, 2.951], [0.138, -2.549, 3.931], [0.109, -3.691, 3.740], [1.320, -1.231, 6.108], [1.763, -1.443, 7.153], [0.704, 2.251, 2.679], [0.344, 4.704, 2.652], [-0.971, 5.799, 4.494], [-2.116, 4.350, 6.206], [-1.807, 1.889, 6.159], [-2.204, -1.736, 6.404], [-3.171, -0.297, 5.691]]}